The following is a quantum chemistry calculation of a molecular structure, C7H24CaN12O9 in a non-equilibrium geometry, from the Open Molecules 2025 dataset.

Calculated total energy, a.u.: -2293.12697
Energy relative to the best compared isomer or geometry (same formula, charge and spin), kcal/mol: 153.8
Molar mass, g mol⁻¹: 460.42
Kohn-Sham gap, eV: 3.2
Total charge: 0
F_max, eV/Å: 10.7
HOMO level, eV: -3.47

Geometry (Å):
1 Ca -0.613366 0.184208 -0.509251
2 C -2.189401 1.661212 -2.362096
3 O -2.443378 2.458689 -3.265976
4 O -2.371922 1.779367 -1.123864
5 O -1.485680 0.760930 -2.684332
6 C -1.883951 1.324481 2.670834
7 O -1.740323 0.791719 1.574094
8 N -3.023286 1.301998 3.334056
9 N -0.955737 2.108306 3.266133
10 H -2.953649 1.609547 4.293574
11 H -3.769514 0.895968 2.787816
12 H -0.115388 2.350985 2.761127
13 H -1.115608 2.483907 4.189964
14 C 2.631466 0.635824 -2.468377
15 O 1.563824 0.606756 -1.879074
16 N 3.112496 -0.033581 -3.461091
17 N 3.503257 1.607184 -2.261649
18 H 2.564212 -0.661789 -4.031039
19 H 3.857186 0.527717 -3.849002
20 H 3.291892 2.207430 -1.477351
21 H 4.406480 1.576867 -2.712621
22 C -3.576417 -1.156321 0.123940
23 O -2.600395 -1.306504 -0.595672
24 N -4.230466 -0.019256 0.079246
25 N -4.124150 -2.094798 0.737546
26 H -3.647225 0.690522 -0.340431
27 H -4.904081 0.116425 0.819477
28 H -3.811185 -3.026606 0.505416
29 H -4.891360 -1.870965 1.355101
30 C 1.298444 -1.878909 1.583467
31 O 0.616432 -1.131066 0.901229
32 N 1.728211 -2.973405 1.136740
33 N 1.870433 -1.655647 2.690155
34 H 2.569071 -3.315986 1.579115
35 H 1.405050 -3.288996 0.233386
36 H 2.291386 -2.458088 3.136236
37 H 1.799103 -0.779967 3.188338
38 C 1.218627 2.997475 0.630592
39 O 0.623018 1.976215 0.324709
40 N 1.403116 4.075348 -0.075534
41 N 1.739289 3.306587 1.797944
42 H 1.670121 4.825990 0.545226
43 H 0.879941 4.250162 -0.921598
44 H 2.417871 4.050262 1.879053
45 H 1.762214 2.608142 2.527159
46 C 0.462617 -3.128931 -2.034316
47 O -0.285912 -2.287041 -1.658407
48 N 1.649599 -2.982095 -2.379358
49 N 0.186817 -4.340806 -1.929372
50 H 2.254863 -3.781060 -2.503536
51 H 1.983984 -2.029686 -2.414162
52 H 0.767253 -5.163582 -2.008425
53 H -0.795879 -4.405135 -1.705140

Force components x, y, z for each atom (eV/Å):
Ca -1.838 0.381 -2.291
C -0.487 3.913 -1.668
O -2.718 3.422 -0.954
O -1.898 0.963 5.105
O 5.981 -8.752 -1.344
C 1.097 0.183 -2.369
O 0.200 0.040 0.975
N -1.066 -0.442 0.768
N 1.508 0.272 0.541
H -1.267 -0.274 -0.307
H -0.307 0.040 0.914
H -0.510 -0.139 0.157
H 0.184 0.131 -0.453
C -2.774 2.013 1.803
O 0.200 -1.387 0.070
N 0.970 -3.612 -3.488
N 1.624 3.081 2.255
H 0.029 0.367 -0.042
H -0.363 -1.323 -1.182
H 0.480 0.134 -0.265
H -0.138 0.566 0.810
C 2.266 3.649 -4.374
O 1.824 -0.809 -0.066
N -1.367 1.281 1.071
N -2.750 -5.660 4.132
H 0.335 1.777 -0.423
H -0.022 0.714 -0.461
H -0.286 0.141 0.553
H 0.043 -0.852 -0.265
C -2.220 3.479 -3.381
O -0.790 0.800 0.779
N 1.650 -6.641 -3.146
N 2.029 2.452 6.588
H -0.321 -0.621 -0.902
H 0.271 -0.102 0.177
H -0.121 0.737 0.480
H -0.166 -0.347 -0.122
C -1.804 -1.745 -1.156
O 0.798 0.579 0.814
N 0.187 2.726 -3.286
N 1.558 -1.377 5.246
H -0.462 0.607 -1.391
H -0.020 -0.017 0.047
H -0.149 -0.463 0.205
H 0.358 0.066 -0.219
C -1.697 2.629 1.515
O -2.110 3.088 0.407
N 8.245 2.859 -2.638
N -4.452 -8.344 1.091
H 0.072 0.671 -0.248
H 0.421 -0.296 0.036
H -0.273 0.442 -0.244
H 0.049 -1.000 0.146